Density functional theory data (the ωB97M-V functional and the def2-TZVPD basis) for the molecule C2H7N3OS at a distorted geometry.

Cartesian coordinates (Å):
1 H -0.436 1.229 -1.566
2 N 0.023 -1.732 -0.556
3 N -0.346 0.547 -0.827
4 S -1.004 -0.918 -2.890
5 H -0.092 -2.695 -0.900
6 N 0.106 -1.710 0.879
7 H 1.261 1.890 1.670
8 H -0.766 -1.261 1.210
9 H 0.040 2.684 0.581
10 C -0.412 -0.736 -1.346
11 C 0.385 1.686 1.005
12 O 0.799 0.820 -0.022
13 H 0.916 -1.124 1.118
14 H -0.473 1.321 1.643

Atoms 1-3, force components in eV/Å:
H 0.1 0.2 -0.1
N -0.1 -1.3 0.5
N 0.3 -0.4 0.5

## Properties
LUMO: 0.70 eV
E_HOMO: -8.500 eV
molecular weight: 121.16 g mol⁻¹
SMILES string: CONC(=S)NN
energy above the lowest of the compared OMol25 structures with the same formula, charge and spin: 190.1 kJ/mol
frontier orbital gap: 9.20 eV
calculated total energy: -718.0035 hartree